1.
The following is a quantum chemistry calculation of a structure of composition C26H20Cl3NO3STa, from the Open Molecules 2025 dataset.

Geometry (Å):
1 Ta -1.0539 -1.5912 0.0057
2 N 0.3090 -3.0362 -1.0050
3 C 1.6506 -2.8299 -0.3455
4 C 2.7714 -3.2102 -1.1398
5 C 4.1420 -3.0496 -0.7613
6 C 4.3321 -2.6115 0.5572
7 C 3.2722 -2.3431 1.3664
8 C 1.9342 -2.2586 0.9169
9 C 1.1214 -1.7908 2.0836
10 C 1.6536 -1.4963 3.3170
11 C 0.8538 -0.7841 4.2159
12 C -0.3324 -0.1319 3.9160
13 C -0.9363 -0.5047 2.7458
14 C -0.3408 -1.4172 1.8598
15 H 0.0883 -4.0315 -0.8064
16 H 0.5263 -3.0711 -2.0084
17 H 2.6631 -3.5137 -2.1431
18 H 5.0191 -3.2873 -1.3631
19 H 5.3783 -2.6250 0.9704
20 H 3.6117 -2.2147 2.3655
21 H 2.5366 -1.8031 3.8124
22 H 1.3346 -0.6914 5.1979
23 H -0.7359 0.7136 4.4736
24 H -1.9061 -0.1297 2.4681
25 Cl -4.7079 -3.0271 -2.2865
26 C -4.3553 -2.1690 -0.9301
27 Cl -5.6046 -1.9559 0.2375
28 Cl -2.8375 -3.3408 -0.0862
29 C -3.4551 -0.9194 -1.0822
30 O -3.3676 -0.3020 -2.0538
31 O -2.7398 -0.6912 0.1025
32 O -0.2501 -0.0682 -0.6767
33 S 0.4043 1.5564 -0.3799
34 C -0.7709 2.5469 0.4614
35 C -0.3758 3.0876 1.7007
36 C -1.3077 3.4891 2.6530
37 C -2.6439 3.3815 2.4085
38 C -3.0135 3.0355 1.1124
39 C -2.1229 2.6306 0.0666
40 C 0.5074 2.0079 -2.1766
41 C 1.0555 0.9368 -2.9153
42 C 1.2482 1.1319 -4.2869
43 C 1.0203 2.3709 -4.8221
44 C 0.5842 3.4426 -4.0400
45 C 0.3912 3.3307 -2.6540
46 H 0.6416 3.2057 1.9635
47 H -0.8165 3.8446 3.5658
48 H -3.3331 3.5848 3.1983
49 H -4.0278 2.9521 0.8877
50 H -2.4506 2.3778 -0.9274
51 H 1.1736 -0.0541 -2.4939
52 H 1.5560 0.2521 -4.8206
53 H 1.1699 2.5578 -5.8653
54 H 0.4724 4.3899 -4.5368
55 H 0.0629 4.1236 -2.0232

Calculated values
* total charge: +3
* E_tot: -84843.0599 eV
* orbital gap: 6.24 eV
* HOMO: -17.2 eV
* multiplicity: 1

=====

2.
The following is a quantum chemistry calculation of a cluster of 2 separate species, C4H8NO3 in total, from the Open Molecules 2025 dataset.

Geometry (Å):
1 C -2.6528 0.1404 -0.2581
2 C -1.8978 -1.0301 0.3132
3 C -1.1753 0.5846 -0.7647
4 C -0.6853 -0.6431 -0.1098
5 N 3.6243 -0.7883 -0.3325
6 O 3.0440 0.1586 0.4209
7 O -0.6642 1.7926 -0.2454
8 O 0.5235 -0.8885 0.1185
9 H -3.4352 0.0778 -1.0003
10 H -3.2353 0.8368 0.4844
11 H -2.3575 -1.9199 0.8056
12 H 3.9439 -1.6014 0.3631
13 H -1.1644 0.4793 -1.9080
14 H 2.9050 -1.2370 -1.0002
15 H 0.0678 1.5209 0.3055
16 H 2.1255 0.0312 0.6201

Calculated values
* total charge: -1
* E_tot: -11907.4767 eV
* orbital gap: 7.27 eV
* HOMO: -3.1 eV
* multiplicity: 1

=====

3.
The following is a quantum chemistry calculation of a structure of composition C31H28N4O10RuS3, from the Open Molecules 2025 dataset.

Geometry (Å):
1 Ru -0.2372 0.3105 -3.0433
2 O -2.2989 -0.9482 0.4733
3 C -2.9463 0.2069 0.7555
4 C -3.6863 0.2295 1.9337
5 C -4.3345 1.3833 2.3256
6 C -4.2582 2.5388 1.5523
7 C -3.5252 2.5197 0.3853
8 C -2.8661 1.3615 -0.0339
9 C -2.0230 1.4228 -1.2290
10 O -1.6583 0.2565 -1.7851
11 N -1.6000 2.5240 -1.7335
12 N -0.8839 2.2290 -2.8778
13 C -0.7467 3.1427 -3.7604
14 C -0.3837 2.8159 -5.1151
15 C 0.0215 3.8066 -6.0171
16 C 0.1744 3.5150 -7.3530
17 C -0.1186 2.2276 -7.8099
18 C -0.5325 1.2398 -6.9416
19 C -0.6544 1.5165 -5.5782
20 O -1.0364 0.5199 -4.7706
21 H -1.8892 -0.8730 -0.4059
22 H -3.7267 -0.6752 2.5260
23 H -4.9089 1.3857 3.2437
24 H -4.7627 3.4426 1.8639
25 H -3.4348 3.4076 -0.2254
26 H -1.0578 4.1480 -3.4925
27 H 0.2092 4.8072 -5.6469
28 H 0.5051 4.2773 -8.0444
29 H -0.0116 1.9958 -8.8618
30 H -0.7462 0.2357 -7.2800
31 O 3.3857 1.2500 -4.4656
32 S 2.4118 0.4693 -3.7868
33 O 1.5558 1.2672 -2.8264
34 O 1.3787 -0.2168 -4.5757
35 C 3.2776 -0.7887 -2.8659
36 C 4.6462 -0.8354 -3.0699
37 C 5.4140 -1.8250 -2.4678
38 C 4.8127 -2.7723 -1.6640
39 C 3.4404 -2.7283 -1.4460
40 C 2.6670 -1.7461 -2.0379
41 S 0.9401 -1.7296 -1.6004
42 O 0.7231 -2.7823 -0.6606
43 O 0.6755 -0.3611 -1.1082
44 O 0.1548 -1.8217 -2.8633
45 H 5.1040 -0.0934 -3.7073
46 H 6.4821 -1.8462 -2.6363
47 H 5.4033 -3.5472 -1.1942
48 H 2.9562 -3.4514 -0.8054
49 C -1.0198 -3.5314 2.4832
50 C -0.0446 -2.8500 3.4357
51 C 0.9109 -1.8849 2.7382
52 N 0.2542 -0.6654 2.2654
53 C 0.6616 0.6002 2.4059
54 S 0.1276 1.8503 1.4513
55 N 1.6092 0.8654 3.4036
56 C 1.6380 0.5181 4.7478
57 O 2.6158 0.7873 5.4111
58 C 0.4036 -0.0430 5.3748
59 C 0.5642 -0.9299 6.4339
60 C -0.5464 -1.4528 7.0748
61 C -1.8199 -1.0666 6.6766
62 C -1.9796 -0.1579 5.6397
63 C -0.8706 0.3514 4.9804
64 H -1.6528 -4.2385 3.0214
65 H -0.4892 -4.0769 1.7013
66 H -1.6747 -2.8120 1.9932
67 H 0.5634 -3.6045 3.9428
68 H -0.5885 -2.3147 4.2148
69 H 1.3540 -2.3805 1.8683
70 H 1.7272 -1.6066 3.3983
71 H -0.4696 -0.7856 1.5672
72 H 2.2327 1.6263 3.1774
73 H 1.5661 -1.1987 6.7425
74 H -0.4210 -2.1554 7.8881
75 H -2.6890 -1.4693 7.1809
76 H -2.9706 0.1576 5.3408
77 H -1.0033 1.0569 4.1684

Calculated values
* total charge: 0
* E_tot: -94124.4293 eV
* orbital gap (alpha / beta): 5.99 / 5.99 eV
* HOMO (alpha / beta): -8.0 / -8.0 eV
* multiplicity: 1

=====

4.
The following is a quantum chemistry calculation of a structure of composition C16H14N2O7Ti, from the Open Molecules 2025 dataset.

Geometry (Å):
1 Ti 0.9587 -0.4992 -0.3001
2 C 3.4435 -1.3567 -2.4171
3 C 2.2382 -1.7447 -1.6057
4 C 2.3827 -2.3674 -0.3134
5 C 1.2828 -2.7446 0.4425
6 C 1.4268 -3.2387 1.8530
7 C -0.0308 -2.5068 -0.0796
8 C -0.1823 -2.2315 -1.4845
9 C -1.5593 -2.1602 -2.0787
10 C 0.9397 -1.8602 -2.2118
11 H 3.6896 -0.2974 -2.3332
12 H 3.2847 -1.5773 -3.4729
13 H 4.3179 -1.9218 -2.0941
14 H 3.3743 -2.4423 0.1188
15 H 1.3954 -2.4040 2.5588
16 H 2.3742 -3.7599 1.9801
17 H 0.6138 -3.9177 2.1046
18 H -0.8965 -2.7946 0.5021
19 H -1.5567 -2.5428 -3.0985
20 H -1.9033 -1.1228 -2.0971
21 H -2.2693 -2.7393 -1.4907
22 H 0.8254 -1.5421 -3.2425
23 O 0.8531 0.3491 2.8879
24 C 0.8254 0.8927 1.8083
25 O 1.7758 0.7599 0.8841
26 C -0.2967 1.8064 1.3850
27 C -0.7538 2.7310 2.3045
28 C -1.7752 3.5991 1.9322
29 C -2.3767 3.5408 0.6925
30 C -1.9397 2.5760 -0.1973
31 C -0.8825 1.6886 0.0974
32 O -0.4472 0.7757 -0.7351
33 N -2.6566 2.5097 -1.4903
34 O -3.3091 3.4819 -1.8086
35 O -2.5773 1.4892 -2.1427
36 N -2.2465 4.6039 2.8971
37 O -3.1547 5.3321 2.5522
38 O -1.6894 4.6442 3.9753
39 H -0.3211 2.7797 3.2924
40 H -3.1772 4.2118 0.4249

Calculated values
* total charge: 0
* E_tot: -57243.4126 eV
* orbital gap (alpha / beta): 7.12 / 7.17 eV
* HOMO (alpha / beta): -8.0 / -8.1 eV
* multiplicity: 1

=====

5.
The following is a quantum chemistry calculation of a structure of composition C18H24AuN4O2S4, from the Open Molecules 2025 dataset.

Geometry (Å):
1 Au -0.3727 1.5057 -0.7506
2 N -3.4001 0.0711 -1.6969
3 C -3.2771 0.4462 -0.4360
4 N -2.2200 1.0489 0.0858
5 C -2.4004 1.3181 1.4421
6 C -3.6084 0.8956 1.9359
7 S -4.5498 0.1649 0.7299
8 C -1.3848 2.0035 2.1621
9 C -1.4071 2.3478 3.5293
10 S 0.0033 3.1342 3.9827
11 C 0.5918 2.9795 2.3176
12 N -0.2627 2.3773 1.5065
13 N 1.7704 3.4285 1.9511
14 H -2.6920 0.2995 -2.3780
15 H -4.2484 -0.3552 -2.0386
16 H -3.9830 0.9945 2.9448
17 H -2.1942 2.1628 4.2478
18 H 2.3901 3.9016 2.5932
19 H 2.0660 3.3120 0.9898
20 C -2.8815 -5.4159 2.9107
21 C -2.0934 -4.5068 2.0077
22 C -2.2499 -4.5791 0.6256
23 C -1.5065 -3.7760 -0.2243
24 C -0.5886 -2.8904 0.3233
25 C -0.4235 -2.7774 1.6995
26 C -1.1790 -3.5886 2.5289
27 S 0.3927 -1.9286 -0.7733
28 C 2.0147 -2.5785 -0.4341
29 O 0.4543 -0.5003 -0.1787
30 H -3.9453 -5.3778 2.6765
31 H -2.7410 -5.1706 3.9611
32 H -2.5702 -6.4514 2.7642
33 H -2.9562 -5.2864 0.2074
34 H -1.6253 -3.8560 -1.2991
35 H 0.2911 -2.0749 2.1135
36 H -1.0383 -3.5350 3.6023
37 H 2.2386 -2.4355 0.6222
38 H 2.7278 -2.0526 -1.0660
39 H 1.9898 -3.6375 -0.6908
40 O 1.4074 2.1817 -1.4905
41 S 1.6660 2.2243 -3.0481
42 C 3.3166 1.4809 -3.2283
43 C 4.2790 2.6031 -3.6329
44 C 3.7432 3.8857 -3.0055
45 C 2.2596 3.9008 -3.3552
46 H 3.2454 0.6696 -3.9504
47 H 3.5214 1.0724 -2.2371
48 H 4.3002 2.6991 -4.7189
49 H 5.2905 2.3723 -3.3047
50 H 4.2415 4.7724 -3.3933
51 H 3.8772 3.8718 -1.9221
52 H 2.0928 4.0682 -4.4228
53 H 1.6278 4.5806 -2.7854

Calculated values
* total charge: +3
* E_tot: -76116.6458 eV
* orbital gap (alpha / beta): 7.37 / 4.71 eV
* HOMO (alpha / beta): -16.5 / -16.5 eV
* multiplicity: 3

=====

6.
The following is a quantum chemistry calculation of a cluster of 2 separate species, C2H6N3O2 in total, from the Open Molecules 2025 dataset.

Geometry (Å):
1 C 0.0221 0.4858 -0.4845
2 C -0.1264 -1.3190 1.4752
3 N -0.8771 1.3397 -0.5371
4 N -0.8938 2.5370 -1.6811
5 N 1.1242 -2.0750 1.3190
6 O 0.0343 2.4608 -2.3842
7 O -1.8264 3.2284 -1.5684
8 H 0.8232 0.5258 -1.2149
9 H -0.9344 -1.8674 0.9684
10 H -1.6705 1.4082 0.0942
11 H 1.1393 -2.8370 0.6212
12 H 1.2960 -2.4771 2.2555
13 H 1.8895 -1.4102 1.1366

Calculated values
* total charge: +1
* E_tot: -10719.1290 eV
* orbital gap (alpha / beta): 8.50 / 6.96 eV
* HOMO (alpha / beta): -12.2 / -13.1 eV
* multiplicity: 3